[1]
{
  "formula": "C7H14O5SYb",
  "method": "ωB97M-V/def2-TZVPD",
  "max_force_ha_per_bohr": 0.1455,
  "total_charge": 2,
  "gap_ev": 7.31,
  "e_lumo_ev": -9.958,
  "elements": ["Yb", "S", "O", "O", "O", "O", "O", "C", "C", "C", "C", "C", "C", "C", "H", "H", "H", "H", "H", "H", "H", "H", "H", "H", "H", "H", "H", "H"],
  "positions_angstrom": [[-1.21530, -2.45816, -2.27959], [2.46771, -1.59699, -0.87251], [1.94700, -0.10236, -1.33937], [3.75783, -1.59874, -0.36653], [1.41293, 0.14033, 1.11550], [2.34488, -2.47014, -2.00096], [1.29990, -1.94435, 0.22737], [0.61358, -0.70203, 0.42285], [1.03680, 0.27261, 2.53162], [-2.40521, -0.40426, -1.13031], [0.02406, 1.40941, 2.68130], [-1.75516, 1.01190, -1.18472], [-0.19403, 1.09704, -1.31687], [0.57078, -0.17798, -1.02475], [0.15002, 1.82657, -0.58261], [1.95743, 0.50728, 3.04987], [0.56090, 2.35422, 2.70669], [-2.61923, -0.67623, -0.09556], [-3.38219, -0.34016, -1.61739], [-0.64386, 1.44965, 1.81892], [0.12199, 1.49192, -2.27997], [0.26615, -0.91812, -1.82875], [-0.51308, 1.26509, 3.61481], [-2.05702, 1.57216, -0.30620], [-0.39264, -0.73659, 0.84782], [-1.85537, -1.18902, -1.67638], [-2.17288, 1.53572, -2.03959], [0.60439, -0.67914, 2.83723]],
  "forces_ev_per_angstrom": [[3.5, -6.1, -2.6], [1.6, -0.8, -1.6], [0.1, -1.3, 0.7], [0.9, 1.1, 1.7], [-0.4, 0.2, 0.5], [-2.4, -0.2, -0.3], [0.0, -0.2, -0.7], [-0.2, 1.4, -0.6], [-0.6, 0.5, -0.6], [-0.7, 1.3, 0.1], [0.8, -0.3, 0.0], [0.9, -0.4, -0.7], [0.1, 0.3, 0.8], [-0.2, 1.3, -0.8], [0.1, 0.1, 0.0], [0.1, -0.3, 0.1], [-0.1, 0.1, 0.1], [0.3, -0.6, -0.1], [0.0, -0.2, 0.0], [-0.3, -0.1, 0.2], [-0.1, -0.2, -0.2], [-0.5, -0.2, 0.5], [-0.2, 0.2, 0.0], [-0.2, -0.2, 0.1], [0.1, -1.0, 0.2], [-2.7, 5.7, 2.9], [-0.1, 0.1, 0.0], [0.3, -0.1, 0.3]]
}

[2]
{
  "formula": "C24H38IrN4P2",
  "method": "ωB97M-V/def2-TZVPD",
  "max_force_ha_per_bohr": 0.0607,
  "total_charge": 1,
  "gap_ev": [6.27, 5.58],
  "e_lumo_ev": [-2.039, -4.715],
  "spin_multiplicity": 5,
  "s_squared": 6.043,
  "elements": ["Ir", "P", "P", "N", "N", "N", "N", "C", "C", "C", "C", "C", "C", "C", "C", "C", "C", "C", "C", "C", "C", "C", "C", "C", "C", "C", "C", "C", "C", "C", "C", "H", "H", "H", "H", "H", "H", "H", "H", "H", "H", "H", "H", "H", "H", "H", "H", "H", "H", "H", "H", "H", "H", "H", "H", "H", "H", "H", "H", "H", "H", "H", "H", "H", "H", "H", "H", "H", "H"],
  "positions_angstrom": [[0.03718, 0.45071, 0.39013], [0.17536, -1.72413, -0.44464], [-1.93955, 0.87962, -0.80212], [-0.97395, -0.32993, 4.37461], [-0.64693, 0.45708, 2.21276], [0.28533, 0.01602, -3.97852], [1.12401, -0.53933, 3.33586], [2.10665, -0.01756, 2.41980], [-0.67500, 3.96254, -3.88805], [1.42042, -0.40972, -3.36150], [-2.42103, -0.30823, 4.24311], [3.80815, -0.01861, -2.87847], [-0.55307, -0.14677, 5.73627], [0.92259, 2.27619, -3.21178], [1.48691, -2.65254, 0.43685], [0.45417, -2.38843, -2.28782], [-1.43063, 1.70128, -3.47196], [-1.31982, -2.69688, 0.02410], [-0.07366, 1.27287, -3.60558], [-2.26782, 2.62789, -0.35824], [-2.27851, 0.78675, -2.65774], [1.56281, -1.46822, 4.35996], [-1.71194, 3.03012, -3.75441], [4.00566, -1.37880, -3.05047], [1.62631, -1.76721, -2.93897], [-0.14552, -0.12167, 3.29110], [0.59653, 3.63607, -3.43210], [2.12783, 1.82834, -2.67867], [2.48732, 0.50934, -2.94786], [-3.37544, -0.01254, -0.08944], [2.91537, -2.26949, -2.90611], [1.97153, -0.98357, 5.24054], [1.59815, 0.25704, 1.47066], [0.94385, 1.02883, -0.74257], [-1.38829, 3.22488, -0.64151], [2.46159, -2.18971, 0.23241], [0.78213, -2.16558, 4.67976], [-3.15343, 2.93593, -0.92939], [0.55200, -3.46871, -2.19517], [-2.45681, 2.71818, 0.72511], [-2.74107, 3.33994, -3.85432], [2.36034, -2.06889, 3.94747], [0.63441, 1.93348, 0.10495], [3.07835, -3.32297, -2.78329], [-2.89474, -0.74431, 5.11495], [-0.42734, -1.07901, 6.29704], [-1.01409, -3.73839, 0.19396], [-1.74623, -2.28796, 0.94960], [1.42607, 4.35764, -3.36894], [-1.25918, 0.44657, 6.31754], [-4.25058, 0.58555, -0.37766], [-0.88066, 4.98015, -4.21552], [-2.72950, -0.89285, 3.38570], [-1.53192, 0.89119, 2.39547], [-2.81743, 0.71053, 4.13061], [-0.46771, -2.10614, -2.81402], [-3.43746, -1.01694, -0.52886], [-2.06654, -2.65769, -0.78192], [-3.33667, 1.00494, -2.76414], [4.63096, 0.71722, -2.82681], [-3.31630, -0.07701, 1.00924], [2.84538, -0.81928, 2.27311], [1.49236, -3.69184, 0.08739], [2.62501, 2.38175, -1.90765], [0.38445, 0.38669, 5.80190], [5.01328, -1.77094, -3.14818], [2.57632, 0.87580, 2.87793], [1.28466, -2.63181, 1.51902], [-2.07462, -0.24747, -2.95452]],
  "forces_ev_per_angstrom": [[-0.5, -0.3, -3.1], [0.9, -1.1, -1.1], [0.4, 0.5, 0.4], [0.0, -0.2, -0.1], [-1.0, -0.1, 2.2], [-0.7, 0.2, 2.4], [-0.8, -0.3, 0.6], [1.0, 0.0, 1.1], [-0.9, 0.2, 0.3], [2.0, -0.3, 0.7], [-0.1, 0.3, -0.7], [-0.9, 1.0, -0.3], [0.7, 0.0, 1.1], [-2.0, 1.1, -1.0], [0.0, -0.1, -0.1], [-0.7, 0.3, 0.8], [1.4, -0.5, 0.4], [0.2, -0.1, -0.1], [0.2, 1.1, 0.1], [-0.4, -0.2, -0.5], [-0.4, -0.3, -0.1], [0.2, -0.5, 0.2], [0.4, 1.0, -0.1], [-0.2, -1.0, 0.6], [-0.5, 1.6, -0.3], [-1.1, 0.2, 0.8], [1.0, -1.1, 0.0], [0.6, 0.1, -0.5], [0.7, -2.3, -0.7], [-0.3, 0.4, -0.5], [1.1, 1.1, -0.2], [0.0, 0.2, 0.1], [0.9, -0.1, 0.2], [0.7, -0.2, -1.4], [-0.4, -0.1, 0.1], [-0.2, -0.1, 0.1], [0.0, 0.3, -0.2], [0.1, 0.4, 0.3], [-0.2, -0.1, 0.1], [0.1, -0.1, -0.5], [-0.1, 0.1, 0.0], [0.2, -0.2, -0.2], [0.0, 0.1, 0.3], [0.1, -0.3, 0.1], [0.2, -0.1, 0.2], [-0.1, -0.1, -0.2], [-0.2, 0.2, -0.1], [0.1, -0.1, -0.3], [-0.7, -0.2, 0.0], [-0.2, 0.1, -0.3], [-0.1, -0.4, 0.2], [-0.1, -0.2, 0.1], [-0.1, -0.1, -0.2], [-0.3, 0.1, 0.3], [0.0, 0.0, 0.1], [0.1, -0.2, 0.1], [-0.1, 0.3, 0.2], [0.2, -0.1, 0.3], [-0.3, 0.0, -0.1], [-0.4, -0.7, 0.1], [0.1, 0.0, -0.5], [-0.1, 0.5, -0.2], [0.1, 0.1, 0.2], [0.5, 0.4, -0.1], [0.2, 0.1, -0.1], [-0.1, 0.0, 0.1], [0.0, -0.4, -0.5], [0.1, 0.0, -0.3], [-0.2, 0.0, 0.1]]
}

Record order is preserved below.
Energy relative to the best compared isomer or geometry (same formula, charge and spin): 199.23; 12.72 kJ/mol